{
  "formula": "C9H36F2InNO13S2",
  "method": "wB97M-V/def2-TZVPD",
  "elements": ["In", "N", "S", "O", "O", "F", "S", "O", "O", "F", "C", "O", "H", "H", "H", "H", "C", "O", "H", "H", "H", "H", "C", "O", "H", "H", "H", "H", "C", "O", "H", "H", "H", "H", "C", "O", "H", "H", "H", "H", "C", "O", "H", "H", "H", "H", "C", "O", "H", "H", "H", "H", "C", "O", "H", "H", "H", "H", "C", "O", "H", "H", "H", "H"],
  "xyz": [[-24.674, -6.117, 24.413], [-22.520, -7.947, 24.034], [-21.462, -8.287, 22.861], [-21.012, -9.662, 22.804], [-20.570, -7.263, 22.434], [-22.611, -8.430, 21.703], [-21.650, -8.692, 25.310], [-20.233, -8.413, 25.372], [-22.143, -9.955, 25.746], [-22.226, -7.653, 26.389], [-21.494, -10.330, 28.856], [-22.859, -10.382, 28.494], [-20.885, -10.675, 28.021], [-21.331, -9.303, 29.199], [-21.210, -10.967, 29.704], [-22.976, -10.691, 27.587], [-23.997, -6.103, 28.650], [-24.575, -5.625, 27.459], [-23.563, -7.101, 28.592], [-23.108, -5.512, 28.934], [-24.705, -5.980, 29.472], [-25.169, -4.896, 27.669], [-20.596, -12.795, 22.885], [-21.914, -12.946, 22.491], [-20.534, -12.121, 23.757], [-20.068, -13.734, 23.111], [-20.036, -12.286, 22.102], [-22.517, -13.229, 23.226], [-20.202, -5.996, 28.550], [-20.861, -4.828, 28.089], [-19.136, -5.949, 28.325], [-20.409, -6.178, 29.607], [-20.543, -6.922, 28.085], [-20.520, -4.049, 28.539], [-21.317, -4.789, 24.830], [-22.394, -4.780, 25.740], [-21.226, -5.649, 24.161], [-21.275, -3.848, 24.270], [-20.368, -4.779, 25.379], [-22.015, -4.813, 26.646], [-26.331, -9.340, 22.651], [-25.641, -8.198, 22.210], [-27.043, -9.744, 21.938], [-25.636, -10.155, 22.925], [-26.750, -9.234, 23.656], [-25.427, -8.321, 21.271], [-23.473, -12.726, 25.306], [-23.751, -13.774, 24.379], [-23.555, -11.738, 24.847], [-23.880, -12.822, 26.311], [-22.384, -12.769, 25.441], [-24.711, -13.859, 24.324], [-23.196, -5.651, 20.620], [-22.993, -5.463, 22.035], [-23.841, -6.510, 20.499], [-23.640, -4.718, 20.263], [-22.248, -5.748, 20.088], [-22.682, -4.576, 22.245], [-25.234, -9.118, 18.476], [-24.383, -8.891, 19.618], [-26.246, -9.068, 18.873], [-25.103, -8.329, 17.726], [-24.949, -10.065, 18.015], [-23.482, -9.077, 19.325]],
  "mulliken_charge": [1.1587, 0.2724, 0.5786, -0.3184, -0.5464, -0.1545, 0.6440, -0.4759, -0.3869, -0.1694, -0.3322, -0.4563, 0.2220, 0.1024, 0.3202, 0.3908, -0.5146, -0.3345, 0.1066, 0.2184, 0.4047, 0.2535, -0.3360, -0.3127, 0.1149, 0.3172, 0.2876, 0.4443, -0.5051, -0.4990, 0.3604, 0.3532, 0.0088, 0.2733, -0.4923, -0.3332, 0.1418, 0.3696, 0.2526, 0.3163, -0.6596, -0.2402, 0.3049, 0.2230, 0.2903, 0.1055, -0.7763, -0.5880, 0.3149, 0.4079, 0.3142, 0.3235, -0.4855, -0.2983, 0.0805, 0.3785, 0.2588, 0.2727, -0.6606, -0.3944, 0.2355, 0.2817, 0.2863, 0.2797],
  "homo_lumo_gap_ev": 2.198,
  "charge": 2,
  "total_energy_ev": -70275.93124,
  "multiplicity": 1,
  "e_above_lowest_kcal_mol": 0.0
}